# 1
17
Properties=species:S:1:pos:R:3 method="wB97M-V/def2-TZVPD" relative_energy_kj_mol=349.3 multiplicity=1 fmax_ev_per_a=1.7 homo_lumo_gap_ev=8.51 lumo_ev=0.14
O 0.520 -0.695 -1.741
C 0.939 -0.024 -0.564
C -0.207 0.745 0.165
C 0.514 -1.196 1.626
C -0.580 -0.181 1.346
C 1.443 -1.047 0.483
C -1.374 1.156 -0.741
H 2.531 -1.112 0.710
H 1.763 -2.017 0.031
H -2.155 1.681 -0.175
H 0.229 1.662 0.586
H -1.843 0.287 -1.216
H -1.505 -0.756 1.141
H -0.839 0.381 2.257
H -1.043 1.825 -1.543
H -0.108 -1.379 -1.470
H 1.715 0.670 -0.896


# 2
17
Properties=species:S:1:pos:R:3 method="wB97M-V/def2-TZVPD" relative_energy_kj_mol=472.5 multiplicity=1 fmax_ev_per_a=0.4 homo_lumo_gap_ev=9.20 lumo_ev=0.87
O -2.110 0.123 -0.459
C -1.319 1.100 0.262
C 0.007 1.392 -0.448
C 1.677 -0.638 -0.155
C 0.696 0.342 0.463
C -1.684 -0.927 0.246
C -0.702 -0.062 1.056
H 1.270 -1.123 -1.047
H -0.753 -0.217 2.134
H 0.377 2.415 -0.345
H -1.944 1.899 0.660
H 1.203 0.870 1.280
H -0.916 -2.326 -0.885
H 1.972 -1.419 0.553
H 2.585 -0.099 -0.455
H -0.334 -2.456 -1.351
H -0.024 1.125 -1.509


# 3
17
Properties=species:S:1:pos:R:3 method="wB97M-V/def2-TZVPD" relative_energy_kj_mol=484.6 multiplicity=1 fmax_ev_per_a=0.3 homo_lumo_gap_ev=8.52 lumo_ev=0.86
O -2.389 -0.898 0.335
C -1.123 -0.356 0.144
C 0.025 -0.725 1.064
C 1.184 -0.736 0.057
C -0.502 -0.336 -1.210
C 2.066 0.482 0.086
C -0.981 0.944 -0.606
H 1.756 1.288 0.772
H -0.288 1.724 -0.295
H -2.826 -0.391 1.032
H 0.624 -0.881 -1.107
H -0.926 -0.758 -2.117
H -1.915 1.309 -1.029
H -0.140 -1.715 1.504
H 2.211 0.907 -0.912
H 3.059 0.138 0.408
H 0.166 0.004 1.875


# 4
17
Properties=species:S:1:pos:R:3 method="wB97M-V/def2-TZVPD" relative_energy_kj_mol=89.3 multiplicity=1 fmax_ev_per_a=0.5 homo_lumo_gap_ev=9.77 lumo_ev=0.96
O -1.831 -0.839 -1.334
C 1.001 -0.581 0.077
C 0.584 0.460 1.074
C 2.367 -0.418 -0.546
C -0.088 0.396 -0.267
C -2.423 0.546 0.519
C -1.529 0.025 -0.323
H 2.586 0.646 -0.697
H -3.481 0.311 0.458
H -0.020 0.127 1.912
H 0.688 -1.607 0.260
H -2.787 -0.989 -1.314
H -2.103 1.241 1.288
H 2.451 -0.930 -1.510
H 1.269 1.281 1.279
H 0.183 1.145 -1.007
H 3.134 -0.812 0.130


# 5
17
Properties=species:S:1:pos:R:3 method="wB97M-V/def2-TZVPD" relative_energy_kj_mol=199.8 multiplicity=1 fmax_ev_per_a=5.0 homo_lumo_gap_ev=10.69 lumo_ev=1.02
O 2.039 -1.260 -2.641
C -0.904 1.176 1.030
C -1.176 -0.037 0.322
C -1.011 2.444 0.644
C 1.635 -1.571 -1.556
C -0.026 -0.978 0.339
C 1.231 -0.441 -0.460
H 0.275 -1.195 1.496
H 1.418 -2.639 -1.197
H -1.541 0.129 -0.711
H -1.489 2.734 -0.204
H -0.359 1.039 2.048
H -0.690 3.223 1.344
H 0.873 0.279 -1.268
H -2.050 -0.785 0.618
H 2.047 -0.153 0.251
H -0.272 -1.966 -0.057


# 6
17
Properties=species:S:1:pos:R:3 method="wB97M-V/def2-TZVPD" relative_energy_kj_mol=135.1 multiplicity=1 fmax_ev_per_a=0.5 homo_lumo_gap_ev=9.99 lumo_ev=1.04
O 2.783 -1.149 -0.595
C -1.551 0.571 -0.245
C -2.352 -0.530 -0.864
C 2.426 -0.745 0.487
C 1.003 -0.422 0.794
C 0.726 1.091 0.437
C -0.316 0.892 -0.624
H 0.091 0.552 -1.578
H -1.852 0.878 0.759
H -1.906 -0.871 -1.804
H -3.412 -0.311 -1.004
H -2.285 -1.377 -0.160
H 1.630 1.615 0.095
H 0.715 -0.633 1.827
H 0.344 1.634 1.310
H 0.395 -1.075 0.156
H 3.152 -0.516 1.289


# 7
17
Properties=species:S:1:pos:R:3 method="wB97M-V/def2-TZVPD" relative_energy_kj_mol=568.4 multiplicity=1 fmax_ev_per_a=0.5 homo_lumo_gap_ev=9.58 lumo_ev=0.26
O 2.595 -0.333 -0.029
C 0.348 -0.842 0.546
C 0.376 0.346 -1.205
C 0.327 1.033 0.835
C -2.113 0.162 -0.035
C 1.363 0.040 -0.026
C -0.613 0.167 -0.029
H 0.418 1.343 -1.658
H 0.254 0.996 1.924
H 2.105 -1.673 -0.191
H 0.495 2.043 0.456
H -2.491 -0.640 -0.676
H -2.499 1.112 -0.418
H -2.513 0.012 0.974
H 0.298 -1.303 1.533
H 0.354 -0.446 -1.960
H 1.267 -2.104 -0.155